# 1
This record from OMol25 describes C7H9Cl in the gas phase. The level of theory is the ωB97M-V functional and the def2-TZVPD basis.

Each line ends with the Löwdin charge.
Positions of all 17 atoms, in Å:
1 Cl 0.7992 0.3816 2.3987  0.692
2 C -0.8889 -2.0074 1.1878  0.032
3 C 0.7866 2.0008 -1.0811  -0.020
4 C -0.3661 -0.9529 0.5035  -0.359
5 C 0.9459 -0.2557 0.7770  -0.659
6 C -1.0763 -0.2216 -0.6788  -0.090
7 C 1.1501 0.6523 -0.4512  -0.216
8 C -0.2928 1.1081 -0.4959  -0.262
9 H 0.9523 2.1145 -2.1652  0.112
10 H -1.8940 -2.4848 0.8672  0.089
11 H 1.6084 -1.0482 0.7200  0.081
12 H 1.3426 0.0938 -1.3509  0.122
13 H -0.4401 -2.6691 1.9238  0.054
14 H -2.1674 -0.2801 -0.4301  0.111
15 H -0.9670 -0.7916 -1.6953  0.146
16 H -0.4000 1.4556 0.5096  0.083
17 H 0.9078 2.9049 -0.5391  0.083

Computed properties:
DFT total energy   -19922.892 eV
SMILES   C=C1C[C@@H]2C[C@H]2[C@H]1Cl
Net charge   0
Kohn-Sham gap   10.05 eV
2S+1   1
ΔE to the lowest compared entry with this formula, charge and spin   3.7637 eV

=====

# 2
This record from OMol25 describes C7H9ClN2O2 in the gas phase. The level of theory is the ωB97M-V functional and the def2-TZVPD basis.

Each line ends with the Löwdin charge.
Positions of all 21 atoms, in Å:
1 Cl -1.8811 1.9265 0.5370  0.425
2 O 1.6424 1.4984 0.6929  0.073
3 O 1.7972 0.3900 -1.3216  -0.076
4 N -0.3891 0.4483 2.4168  0.126
5 N -2.0141 -0.6306 1.1583  -0.010
6 C -2.3173 -1.4764 0.1846  -0.157
7 C 0.1329 -0.2885 0.0706  -0.084
8 C -0.1754 -1.3017 -0.7762  -0.073
9 C -0.9091 0.2485 1.0929  -0.615
10 C 2.8454 1.2413 -1.7733  -0.038
11 C -1.4634 -1.8789 -0.8082  -0.031
12 C 1.2598 0.6395 -0.0938  -0.452
13 H 0.3636 1.0177 2.4318  0.030
14 H 3.4778 0.5816 -2.4069  0.099
15 H -1.6000 -2.6505 -1.6253  0.138
16 H -1.1988 0.6317 2.9582  0.075
17 H -3.2798 -1.9716 0.4295  0.131
18 H 3.5243 1.5469 -0.9766  0.096
19 H -2.7909 -0.4003 1.7518  0.135
20 H 0.6082 -1.5076 -1.5245  0.121
21 H 2.3675 1.9359 -2.4181  0.086

Computed properties:
DFT total energy   -26999.019 eV
Net charge   0
Kohn-Sham gap (spin up / spin down)   6.31 / 7.54 eV
2S+1   3
ΔE to the lowest compared entry with this formula, charge and spin   0.0000 eV

=====

# 3
This record from OMol25 describes C7H9ClN4 in the gas phase. The level of theory is the ωB97M-V functional and the def2-TZVPD basis.

Each line ends with the Löwdin charge.
Positions of all 21 atoms, in Å:
1 Cl -4.9087 -0.0561 -0.1098  0.712
2 N -1.1684 -0.1150 0.0376  -0.120
3 N 0.3657 -1.9254 0.0220  0.106
4 N 0.1225 -0.5811 -0.1008  -0.119
5 N -1.3137 1.0827 0.5374  0.086
6 C -2.5948 1.2924 0.5062  -0.148
7 C 1.6203 -2.1023 0.1381  -0.136
8 C 1.4728 1.4520 -0.7551  -0.029
9 C -3.2726 0.1655 -0.1120  -0.764
10 C -2.3098 -0.7349 -0.3715  -0.070
11 C 1.2354 0.2491 0.2362  -0.355
12 C 2.3592 -0.7730 0.2967  -0.133
13 H -2.3573 -1.7797 -0.7569  0.142
14 H 2.2039 -3.0066 0.4200  0.117
15 H 3.1523 -0.4609 -0.3857  0.097
16 H 1.0361 1.0674 -1.7305  0.110
17 H 0.8295 2.2829 -0.4669  0.056
18 H 2.9098 -0.7530 1.3631  0.152
19 H 1.0265 0.5909 1.3174  0.153
20 H -2.8593 2.3258 0.5666  0.101
21 H 2.4508 1.7793 -0.6521  0.040

Computed properties:
DFT total energy   -25883.954 eV
SMILES   C[C@@H]1CC=NN1n1cc(Cl)cn1
Net charge   0
Kohn-Sham gap   8.67 eV
2S+1   1
ΔE to the lowest compared entry with this formula, charge and spin   1.8262 eV

=====

# 4
This record from OMol25 describes C7H9ClO2 in the gas phase. The level of theory is the ωB97M-V functional and the def2-TZVPD basis.

Each line ends with the Löwdin charge.
Positions of all 19 atoms, in Å:
1 Cl -2.7838 -0.9881 -1.1708  0.574
2 O -1.8861 -1.4844 1.3183  -0.028
3 O 0.6437 -1.6613 0.1201  -0.117
4 C 0.6892 0.7154 -0.6201  -0.091
5 C -0.2719 1.8556 -0.6861  -0.072
6 C 1.8889 -2.0612 -0.4503  -0.068
7 C -2.0870 0.9523 0.8473  -0.198
8 C 0.2829 -0.4399 -0.2134  -0.168
9 C -1.4631 1.9535 -0.0257  -0.132
10 C -1.9165 -0.5322 0.3974  -0.673
11 H 0.0575 2.6627 -1.1939  0.055
12 H -2.0562 2.7928 -0.2155  0.078
13 H 2.2549 -3.1505 -0.1269  0.137
14 H -1.7116 -2.3404 0.8168  0.136
15 H -3.1384 1.2522 0.9834  0.110
16 H -1.5190 0.9340 1.9139  0.178
17 H 1.7353 -1.9537 -1.4835  0.065
18 H 1.7318 0.9656 -0.8644  0.107
19 H 2.7175 -1.3130 -0.1960  0.107

Computed properties:
DFT total energy   -24017.513 eV
Net charge   0
Kohn-Sham gap   8.73 eV
2S+1   1
ΔE to the lowest compared entry with this formula, charge and spin   2.8815 eV